# 1
One molecule with the formula C5H12N2. Source: the Open Molecules 2025 dataset; level of theory: wB97M-V/def2-TZVPD.

Geometry (Å):
N: -0.553 0.498 -1.985
N: -2.333 1.124 0.150
C: 2.560 -0.317 1.227
C: 1.486 -0.993 0.874
C: -0.075 0.349 -0.577
C: -1.180 0.230 0.454
C: 0.881 -0.842 -0.516
H: 0.507 1.261 -0.428
H: -1.504 -0.799 0.601
H: -0.947 1.429 -2.059
H: -0.764 0.502 1.425
H: -2.818 1.268 1.031
H: 1.700 -0.671 -1.216
H: -2.998 0.568 -0.379
H: 0.305 -1.724 -0.777
H: 2.952 -0.400 2.229
H: -1.312 -0.148 -2.172
H: 0.973 -1.661 1.555
H: 3.121 0.327 0.565

The calculation puts the energy above the lowest of the compared OMol25 structures with the same formula, charge and spin at 27.1 kcal per mole. The SMILES is C=CC[C@@H](N)CN. Its multiplicity is 1. The value obtained for the HOMO-LUMO gap is 10.2 eV.


# 2
One molecule with the formula C5H12N2. Source: the Open Molecules 2025 dataset; level of theory: wB97M-V/def2-TZVPD.

Geometry (Å):
N: -1.380 -0.478 -0.764
N: -1.841 1.866 -0.902
C: -2.078 0.495 -1.147
C: 2.429 0.104 1.573
C: 0.685 -1.324 0.295
C: -0.342 -0.200 0.262
C: 2.112 -0.784 0.328
H: -0.905 0.006 1.173
H: 3.093 0.924 1.314
H: 2.279 -0.134 -0.536
H: -1.703 2.084 0.074
H: 2.823 -1.604 0.241
H: 1.485 0.499 1.947
H: 0.116 0.734 -0.096
H: 0.545 -1.933 -0.595
H: -2.526 2.460 -1.345
H: 0.538 -1.915 1.196
H: -2.969 0.337 -1.757
H: 2.918 -0.552 2.294

The calculation puts the energy above the lowest of the compared OMol25 structures with the same formula, charge and spin at 21.4 kcal per mole. The SMILES is CCCC/N=C\N. Its multiplicity is 1. The value obtained for the HOMO-LUMO gap is 10.3 eV.


# 3
A 2-piece molecular cluster, C5H12N2 overall. Source: the Open Molecules 2025 dataset; level of theory: wB97M-V/def2-TZVPD.

Geometry (Å):
N: -1.690 -0.389 0.267
N: -1.184 -0.012 1.376
C: 1.933 0.996 0.955
C: -2.095 0.702 -0.699
C: -1.878 -1.609 -0.156
C: 1.688 0.156 -0.268
C: 2.195 -1.055 -0.441
H: 2.535 0.313 1.702
H: 2.559 1.864 0.674
H: -2.376 -1.926 -1.038
H: 1.030 1.249 1.380
H: 2.199 -1.559 -1.469
H: -1.475 0.638 -1.526
H: 2.809 -1.718 0.218
H: 1.097 0.679 -1.117
H: -2.088 1.553 -0.173
H: -1.118 -0.844 2.002
H: -3.118 0.609 -1.073
H: -1.831 -2.412 0.608

The calculation puts the energy above the lowest of the compared OMol25 structures with the same formula, charge and spin at 104.3 kcal per mole. Its multiplicity is 1. The value obtained for the HOMO-LUMO gap is 8.7 eV.


# 4
One molecule with the formula C5H12N2. Source: the Open Molecules 2025 dataset; level of theory: wB97M-V/def2-TZVPD.

Geometry (Å):
N: -1.471 1.687 0.605
N: 0.507 -1.827 -0.933
C: 0.721 -0.476 -0.401
C: 0.006 -0.250 0.942
C: -1.434 0.262 0.768
C: -1.684 2.159 -0.545
C: 2.220 -0.277 -0.215
H: 2.488 -0.975 0.591
H: -1.993 -0.001 1.674
H: -0.459 -1.952 -1.215
H: 0.743 -2.500 -0.214
H: -1.859 1.513 -1.408
H: 2.792 -0.517 -1.109
H: -2.005 -0.351 0.039
H: -1.717 3.239 -0.663
H: -0.034 -1.182 1.506
H: 0.269 0.210 -1.112
H: 0.459 0.505 1.586
H: 2.450 0.734 0.103

The calculation puts the energy above the lowest of the compared OMol25 structures with the same formula, charge and spin at 27.6 kcal per mole. The SMILES is C=NCC[C@@H](C)N. Its multiplicity is 1. The value obtained for the HOMO-LUMO gap is 10.3 eV.


# 5
An isolated ion of composition C5H12N2 and charge +1. Source: the Open Molecules 2025 dataset; level of theory: wB97M-V/def2-TZVPD.

Geometry (Å):
N: -2.245 0.028 0.443
N: 2.914 -0.305 0.744
C: 1.253 0.100 -1.061
C: -1.048 0.458 0.047
C: 0.128 -0.271 -0.114
C: 2.443 -0.737 -0.546
C: -3.454 0.761 0.415
H: 2.277 -0.426 1.516
H: -4.128 0.649 1.266
H: -4.052 0.509 -0.459
H: -0.067 -1.260 0.329
H: -2.206 -0.965 0.669
H: 3.287 -0.428 -1.183
H: 3.859 -0.541 0.988
H: 0.880 -0.200 -2.029
H: 2.330 -1.823 -0.694
H: 1.480 1.145 -0.840
H: -3.253 1.823 0.291
H: -1.088 1.518 -0.204

The calculation puts the energy above the lowest of the compared OMol25 structures with the same formula, charge and spin at 33.4 kcal per mole. The net charge is +1. Its multiplicity is 2. The value obtained for the HOMO-LUMO gap (spin up / spin down) is 9.2 / 5.9 eV.


# 6
An isolated ion of composition C5H12N2 and charge +1. Source: the Open Molecules 2025 dataset; level of theory: wB97M-V/def2-TZVPD.

Geometry (Å):
N: -1.830 -1.857 -0.039
N: -1.141 0.421 0.193
C: 1.686 1.054 -0.875
C: -2.295 -0.571 0.298
C: 0.056 0.155 0.907
C: 2.710 0.213 -1.029
C: 1.127 1.251 0.510
H: -2.609 -0.494 1.325
H: 2.928 -0.608 -0.351
H: -1.978 -2.036 -1.023
H: -3.133 -0.187 -0.284
H: 1.377 1.679 -1.702
H: 3.231 0.146 -1.968
H: 0.530 -0.745 0.505
H: 0.674 2.242 0.549
H: 1.867 1.238 1.281
H: -0.077 0.173 1.978
H: -2.243 -2.592 0.521
H: -0.878 0.520 -0.797

The calculation puts the energy above the lowest of the compared OMol25 structures with the same formula, charge and spin at 58.5 kcal per mole. The net charge is +1. Its multiplicity is 2. The value obtained for the HOMO-LUMO gap (spin up / spin down) is 10.7 / 5.6 eV.